Record 1
ORCA calculation (wB97M-V/def2-TZVPD) on C9H24Cl2O10P3Sn as an isolated structure.

Each line ends with the natural charge from an NBO analysis.
Atoms and positions in Å:
Sn 0.079 0.389 0.087  1.698
C -4.230 -0.670 0.687  -0.649
C -3.200 -1.775 0.958  -0.450
O -3.900 -2.857 1.498  -0.665
P -2.303 -2.206 -0.603  2.423
O -3.275 -2.206 -1.813  -0.963
O -1.892 -3.709 -0.477  -0.983
O -1.095 -1.314 -0.713  -1.245
P -1.969 -1.138 2.165  2.392
O -2.600 -0.966 3.567  -0.955
O -0.964 -2.375 2.343  -0.557
O -1.241 0.100 1.672  -1.247
H -4.982 -1.059 0.001  0.275
H -3.787 0.238 0.275  0.233
H -4.751 -0.417 1.611  0.258
H -3.344 -3.641 1.614  0.503
H -3.608 -1.400 -2.234  0.562
H -2.383 -4.349 -1.018  0.564
H -3.364 -0.395 3.743  0.568
Cl 1.274 5.191 0.935  0.113
C 1.774 4.133 2.182  -0.312
Cl 1.159 2.365 1.885  -0.210
H 1.324 4.372 3.138  0.252
H 2.849 4.010 2.213  0.247
C 2.052 -6.108 1.796  -0.672
C 3.285 -5.457 1.245  -0.039
O 3.037 -4.000 0.881  -0.829
P 1.768 -3.308 0.384  1.751
O 2.236 -1.873 0.005  -0.863
C 3.655 -1.339 0.000  -0.058
C 3.987 -0.773 1.349  -0.655
O 0.410 -1.981 2.551  -0.276
C 0.618 -1.666 3.975  -0.083
C 0.196 -2.774 4.898  -0.656
H 2.321 -7.118 2.108  0.286
H 1.260 -6.202 1.052  0.223
H 1.678 -5.581 2.675  0.223
H 3.647 -5.896 0.320  0.233
H 4.099 -5.379 1.958  0.236
H 3.637 -0.604 -0.799  0.224
H 4.292 -2.171 -0.287  0.228
H 3.275 -0.007 1.663  0.215
H 4.967 -0.297 1.283  0.277
H 4.045 -1.550 2.111  0.229
H 0.129 -0.711 4.177  0.198
H 1.700 -1.514 3.975  0.224
H -0.886 -2.865 4.973  0.235
H 0.577 -2.550 5.895  0.268
H 0.618 -3.730 4.587  0.226

Output
* LUMO: -10.31 eV
* total charge: +3
* 2S+1: 1

---

Record 2
ORCA calculation (wB97M-V/def2-TZVPD) on C9H24ClI2N2P2Sc as an isolated structure at a distorted geometry.

Each line ends with the natural charge from an NBO analysis.
Atoms and positions in Å:
I -0.063 -2.632 -1.330  0.306
I 2.855 0.433 0.529  0.152
Sc -1.991 1.710 0.230  1.870
P -0.618 1.982 -1.935  0.642
C 0.809 1.178 -2.722  -0.916
C -1.833 1.919 -3.304  -0.914
H -1.481 2.570 -4.110  0.273
H -0.027 4.051 -3.037  0.273
H -2.818 2.250 -2.959  0.251
H -0.766 4.371 -1.430  0.250
H 0.583 0.114 -2.883  0.263
H -1.905 0.887 -3.658  0.267
C -0.067 3.735 -1.985  -0.909
H 1.029 1.680 -3.684  0.273
H 0.927 3.804 -1.530  0.265
H 1.682 1.238 -2.052  0.267
P -1.806 0.050 2.183  0.631
C -0.725 -1.345 2.631  -0.908
C -1.696 1.042 3.728  -0.908
H -4.233 -0.065 1.977  0.253
H -3.634 -0.941 3.417  0.274
H -3.465 -1.659 1.784  0.267
C -3.455 -0.730 2.356  -0.911
H -2.197 2.017 3.592  0.253
H -2.182 0.488 4.537  0.273
H -1.036 -1.743 3.604  0.273
H 0.319 -1.009 2.671  0.262
H -0.641 1.215 3.964  0.265
H -0.803 -2.131 1.856  0.266
Cl -3.721 3.158 0.423  -0.528
C 3.500 -2.862 0.960  -0.408
N 2.675 -2.452 -0.153  -0.514
C 3.179 -2.716 -1.501  -0.413
C 1.903 -1.316 -0.054  0.349
N 0.713 -0.992 -0.380  -0.697
H 4.237 -3.565 0.588  0.235
H 2.886 -3.339 1.741  0.214
H 4.018 -2.023 1.438  0.207
H 2.363 -3.196 -2.073  0.214
H 3.456 -1.787 -2.023  0.200
H 4.027 -3.386 -1.404  0.238

Output
* LUMO: -8.55 eV
* total charge: +2
* 2S+1: 1

---

Record 3
ORCA calculation (wB97M-V/def2-TZVPD) on a 8-piece molecular cluster, C9H24F10N8O23S10 overall at a distorted geometry.

Each line ends with the Löwdin charge.
Atoms and positions in Å:
C -0.449 31.268 5.275  0.041
C -1.341 32.449 5.125  -0.376
O -2.212 32.580 4.333  0.166
N -1.201 33.556 6.168  0.090
H -1.630 33.338 7.078  0.081
H -0.232 33.878 6.433  0.090
C -1.979 34.808 5.804  -0.014
H -0.508 30.598 4.433  0.107
H -0.537 30.949 6.317  0.068
H 0.580 31.657 5.357  0.087
H -2.925 34.738 6.337  0.031
H -2.183 34.914 4.749  0.106
H -1.476 35.681 6.215  0.081
C 0.877 32.972 11.149  0.031
C 1.237 34.209 10.448  -0.441
O 2.225 34.856 10.577  0.168
N 0.196 34.779 9.536  0.050
H 0.624 34.624 8.589  0.085
H -0.678 34.191 9.501  0.078
C -0.141 36.199 9.809  0.024
H 0.589 32.186 10.439  0.085
H -0.112 33.190 11.585  0.081
H 1.551 32.671 11.932  0.102
H -1.202 36.326 9.624  0.081
H 0.397 36.763 9.045  0.104
H 0.191 36.583 10.765  0.101
C -2.037 32.777 14.002  0.026
C -1.248 31.572 13.626  -0.384
O -0.098 31.483 13.414  0.185
N -2.100 30.305 13.443  0.093
H -2.072 29.794 14.333  0.179
H -3.111 30.455 13.403  0.175
C -1.641 29.386 12.311  0.052
H -1.733 33.090 15.012  0.107
H -3.097 32.617 14.186  0.093
H -1.814 33.627 13.363  0.088
H -0.558 29.351 12.326  0.106
H -2.137 29.747 11.413  0.069
H -2.038 28.398 12.536  0.106
N 1.340 34.467 7.024  -0.316
S 2.030 35.283 5.862  0.469
O 1.933 34.684 4.573  -0.253
O 3.214 36.020 6.179  -0.261
F 1.006 36.536 5.759  -0.205
S 2.663 33.443 7.359  0.500
O 3.731 33.963 8.072  -0.197
O 2.899 32.554 6.289  -0.218
F 1.877 32.529 8.385  -0.159
N 2.752 28.053 8.359  -0.262
S 3.905 28.942 9.030  0.454
O 3.953 28.964 10.453  -0.298
O 4.249 30.148 8.336  -0.291
F 5.165 28.034 8.588  -0.219
S 1.581 29.203 8.425  0.464
O 1.474 30.069 7.303  -0.290
O 1.258 29.738 9.708  -0.303
F 0.369 28.240 8.120  -0.173
N -6.094 36.528 5.627  -0.283
S -5.036 37.276 6.561  0.475
O -3.657 37.154 6.193  -0.297
O -5.397 37.368 7.946  -0.297
F -5.374 38.763 6.026  -0.224
S -5.989 34.992 6.221  0.492
O -7.011 34.713 7.144  -0.253
O -4.675 34.469 6.408  -0.311
F -6.428 34.252 4.890  -0.179
N -2.016 33.351 8.921  -0.297
S -3.344 33.878 9.786  0.498
O -3.168 33.824 11.196  -0.278
O -4.594 33.579 9.236  -0.196
F -3.228 35.412 9.414  -0.160
S -2.384 31.791 8.950  0.495
O -3.188 31.280 7.916  -0.176
O -2.459 31.219 10.257  -0.286
F -0.898 31.394 8.489  -0.183
N -4.730 27.191 5.796  -0.286
S -3.737 27.577 7.039  0.475
O -2.688 26.695 7.406  -0.275
O -4.368 28.319 8.080  -0.299
F -2.946 28.753 6.295  -0.208
S -5.407 25.880 6.351  0.426
O -6.114 25.962 7.593  -0.307
O -4.613 24.708 6.202  -0.303
F -6.580 25.750 5.278  -0.206

Output
* LUMO: 1.48 eV
* total charge: -2
* 2S+1: 1

---

Record 4
ORCA calculation (wB97M-V/def2-TZVPD) on C9H24IO3Zn as an isolated structure at a distorted geometry.

Each line ends with the natural charge from an NBO analysis.
Atoms and positions in Å:
Zn -4.899 -6.485 -2.073  0.555
I -2.430 -2.095 -1.134  0.345
C 2.417 -1.320 -6.653  -0.633
C 3.330 -0.371 -5.965  0.085
C 2.995 1.116 -6.239  -0.627
O 3.190 -0.535 -4.586  -0.683
H 2.643 -1.246 -7.717  0.220
H 1.361 -1.147 -6.447  0.192
H 2.598 -2.370 -6.424  0.220
H 4.366 -0.586 -6.223  0.185
H 3.025 1.322 -7.309  0.210
H 3.780 1.755 -5.833  0.227
H 1.979 1.349 -5.922  0.195
H 2.251 -0.392 -4.443  0.447
C -1.280 4.991 -0.296  -0.625
C -2.237 4.962 0.903  0.092
C -3.702 4.927 0.508  -0.639
O -1.908 3.805 1.590  -0.684
H -1.724 5.634 -1.056  0.208
H -1.097 4.055 -0.822  0.199
H -0.358 5.458 0.050  0.224
H -2.078 5.848 1.517  0.187
H -4.293 4.425 1.274  0.220
H -3.811 4.291 -0.371  0.190
H -4.215 5.867 0.304  0.226
H -2.104 3.023 1.069  0.457
C 1.345 -4.017 5.444  -0.642
C -0.085 -4.326 5.990  0.098
C -0.439 -3.347 7.072  -0.629
O -1.107 -4.349 5.003  -0.715
H 1.710 -4.703 4.680  0.212
H 2.025 -4.149 6.285  0.222
H 1.427 -3.049 4.950  0.198
H -0.041 -5.311 6.453  0.172
H -1.421 -3.630 7.451  0.217
H -0.590 -2.331 6.707  0.202
H 0.279 -3.418 7.889  0.214
H -0.905 -3.653 4.374  0.456

Output
* LUMO: -10.04 eV
* total charge: +1
* 2S+1: 1

---

no.,gap between HOMO and LUMO (eV),HOMO energy (eV)
1,8.14,-18.451
2,6.03,-14.579
3,6.27,-4.785
4,1.83,-11.870